{
  "formula": "C22H54N2O8S6",
  "method": "the ωB97M-V functional and the def2-TZVPD basis",
  "homo_lumo_gap_ev": 8.5,
  "multiplicity": 1,
  "de_lowest_kcal_mol": 88.45,
  "elements": ["C", "O", "H", "H", "H", "H", "C", "O", "H", "H", "H", "H", "N", "C", "C", "C", "C", "H", "H", "H", "H", "H", "N", "C", "C", "C", "C", "H", "H", "H", "H", "H", "C", "S", "O", "C", "H", "H", "H", "H", "H", "H", "C", "S", "O", "C", "H", "H", "H", "H", "H", "H", "C", "S", "O", "C", "H", "H", "H", "H", "H", "H", "C", "S", "O", "C", "H", "H", "H", "H", "H", "H", "C", "S", "O", "C", "H", "H", "H", "H", "H", "H", "C", "S", "O", "C", "H", "H", "H", "H", "H", "H"],
  "xyz": [[6.5520, 1.9122, 0.4519], [5.5171, 2.5680, 1.1864], [7.2830, 1.4614, 1.1231], [6.0957, 1.1134, -0.1327], [7.1966, 2.4523, -0.2416], [5.9528, 2.9978, 1.9260], [0.1837, 0.2853, -0.2711], [0.5688, 0.7744, 1.0167], [-0.6232, -0.4423, -0.1837], [0.1100, 1.0634, -1.0308], [0.9808, -0.3851, -0.5926], [1.3123, 1.3449, 0.8086], [-8.2422, 0.6575, 0.0736], [-8.3207, 1.9483, -0.3815], [-7.2159, 2.6489, 0.0411], [-6.4325, 1.7817, 0.7805], [-7.0406, 0.5390, 0.6904], [-8.9082, -0.0984, 0.0025], [-9.1615, 2.1942, -1.0132], [-6.9377, 3.6648, -0.1974], [-5.4522, 1.9583, 1.1978], [-6.7408, -0.4142, 1.1000], [0.9166, 8.4336, -3.8885], [1.7053, 7.4631, -3.3706], [1.0595, 6.9068, -2.3299], [-0.0842, 7.6053, -2.0222], [-0.2076, 8.5376, -3.0545], [1.0634, 8.9775, -4.7268], [2.6784, 7.2475, -3.7863], [1.3023, 5.9825, -1.8267], [-0.8241, 7.4006, -1.2626], [-0.9686, 9.2828, -3.2332], [6.2647, -3.8149, 8.4162], [5.3806, -2.1797, 8.1409], [6.3568, -1.0783, 8.5502], [5.4672, -2.1588, 6.2868], [7.2966, -3.7744, 8.0674], [5.7546, -4.6532, 7.9418], [6.2010, -4.0886, 9.4693], [4.6975, -2.8226, 5.8930], [6.4787, -2.3493, 5.9280], [5.1799, -1.1379, 6.0356], [-2.2363, 5.5587, -7.9972], [-2.4755, 3.7629, -8.1221], [-1.2793, 3.1968, -8.8815], [-2.1861, 3.2737, -6.3762], [-1.2220, 5.7613, -8.3411], [-2.4071, 5.8252, -6.9542], [-2.9149, 6.1048, -8.6525], [-3.0370, 3.3402, -5.6982], [-1.3291, 3.8128, -5.9725], [-1.7771, 2.2649, -6.4326], [-0.4037, -5.8978, 3.4147], [-0.1343, -6.2537, 5.1880], [-1.4831, -5.9918, 5.7948], [0.1379, -8.1007, 5.2293], [-0.4420, -4.8333, 3.1830], [-1.2943, -6.3511, 2.9795], [0.4861, -6.2540, 2.8956], [0.5667, -8.4065, 6.1836], [0.7648, -8.4181, 4.3960], [-0.7647, -8.6586, 4.9798], [-0.7812, 0.9456, 7.5256], [-0.6849, 1.4173, 9.2962], [-0.0790, 0.2394, 10.0600], [0.6369, 2.7069, 9.0676], [-1.3371, 0.0201, 7.3757], [0.2294, 0.9043, 7.1192], [-1.1782, 1.7442, 6.8989], [0.3112, 3.5592, 8.4714], [1.4986, 2.2945, 8.5427], [1.0239, 3.1069, 10.0048], [3.6710, -1.9534, -6.0615], [5.3285, -1.7724, -6.8167], [6.3616, -1.8560, -5.7274], [5.4702, -3.3638, -7.7325], [3.5084, -0.9766, -5.6060], [3.6831, -2.7547, -5.3227], [2.9550, -2.1638, -6.8559], [5.4649, -4.1338, -6.9610], [6.4523, -3.3980, -8.2041], [4.6876, -3.5213, -8.4747], [-5.9708, -3.5375, -4.9469], [-4.8407, -4.9746, -4.4962], [-3.6219, -4.3062, -3.9107], [-5.6674, -5.4296, -2.9128], [-6.1751, -2.9307, -4.0647], [-6.9772, -3.7865, -5.2833], [-5.5006, -2.9211, -5.7130], [-6.5978, -5.9561, -3.1256], [-5.8155, -4.6329, -2.1839], [-5.0196, -6.1102, -2.3604]],
  "forces_ev_per_angstrom": [[0.2330, -1.0372, 0.1654], [0.7065, 0.1562, -0.5610], [-0.1427, -0.3043, 0.2667], [-0.0934, 0.0226, 0.1199], [-0.5547, 0.9897, -0.0674], [-0.1679, 0.1648, 0.0700], [1.2163, -1.2522, 0.2964], [-0.4646, 0.2582, -0.5296], [-0.6134, 0.8357, 0.0663], [-0.6670, -0.0006, 0.1366], [0.3757, 0.0158, -0.4246], [0.1693, 0.1463, 0.4638], [0.9061, 0.4050, -0.2389], [-1.1623, 0.1159, -0.5113], [-0.7823, 0.8048, -0.6818], [0.7387, -1.9546, -0.0881], [0.5643, -0.3569, 1.5219], [0.0984, 0.4529, -0.2493], [0.1148, 0.3834, 0.1449], [-0.3645, -0.0065, -0.0180], [-0.1461, 0.0402, 0.0364], [0.0345, 0.1147, 0.0819], [-1.6314, 0.7327, 1.1574], [1.0506, -0.2894, -1.3490], [1.0362, -2.0788, 1.6895], [-1.6194, 1.5837, -1.8347], [0.3751, 0.1352, 0.0788], [0.1227, -0.1218, 0.3887], [-0.2135, -0.1725, -0.1103], [0.6133, 0.2084, 0.1058], [0.1529, 0.0575, -0.0549], [0.1061, -0.0649, -0.0837], [-0.5968, 0.1736, -0.0220], [2.1162, 0.4065, -0.3883], [-1.2196, -1.4704, -0.3007], [-0.4352, 0.1646, 0.8898], [-0.0829, 0.2757, 0.0838], [-0.2218, 0.2746, -0.5011], [0.2379, 0.5644, 0.1419], [0.2480, -0.2049, -0.0790], [-0.1258, -0.1765, 0.1319], [0.0738, 0.0029, 0.0407], [0.0704, -0.1366, 0.1632], [0.9183, -1.0233, -0.5376], [-1.2563, 0.7971, 0.8512], [0.9893, 0.1219, -0.1580], [0.0957, -0.0789, 0.3338], [0.1435, 0.2913, -0.1260], [-0.1497, -0.2846, 0.0608], [-0.0965, 0.0525, -0.3426], [-0.1329, 0.4925, -0.0171], [-0.5738, -0.2295, -0.2085], [0.7975, -0.6484, -0.4494], [-1.2901, -0.0017, 0.0434], [0.8102, -0.2589, 0.0484], [-0.3163, 0.2256, -1.3019], [-0.0530, 0.1037, 0.7593], [-0.0162, -0.2604, 0.4151], [0.0260, -0.2085, -0.1702], [-0.1436, 0.2880, -0.0874], [0.6646, 0.3820, 0.1566], [-0.4787, 0.3830, 0.5773], [0.7728, 0.5991, -0.2776], [0.9982, -0.8164, 0.5497], [-0.6318, 1.6940, -1.2845], [0.2983, -0.2075, -0.2841], [0.1160, 0.1287, 0.2797], [0.2018, -0.7129, 0.3094], [-0.6797, 0.1743, 0.4386], [-0.5171, -0.1304, -0.0019], [-0.0875, -0.4010, 0.0089], [-0.4670, -0.3382, 0.2607], [0.8186, -0.2162, -0.3174], [0.5584, -0.2203, -0.1109], [-0.7871, -0.0659, -0.4945], [-0.0448, 0.1172, 0.7462], [-0.2309, -0.1874, 0.0444], [0.0244, 0.0769, 0.0126], [-0.0517, 0.1498, 0.0649], [-0.1717, -0.1321, -0.0636], [-0.0802, 0.3162, -0.0001], [-0.0404, 0.1663, 0.1217], [-0.2670, -0.2173, 0.3618], [-0.1422, 1.9439, 2.2282], [-0.2283, -0.3875, -1.1466], [-0.4472, -0.7698, -0.2675], [0.6178, -0.0324, 0.2021], [0.1592, -0.6856, -0.2949], [0.2549, -0.2616, 0.0895], [-0.1500, 0.0695, 0.0871], [-0.0641, 0.5855, -0.6988], [0.2750, -0.2402, -0.5582]]
}